ORCA calculation (ωB97M-V/def2-TZVPD) on a 2-piece molecular cluster, C4H13N2O2 overall.

Computed properties:
**Frontier orbital gap**: 7.3 eV
**Energy relative to the best compared isomer or geometry (same formula, charge and spin)**: 19.20 kcal per mole
**Charge**: -1
**HOMO energy**: -3.395 eV

Bonds (Å) are listed after each position.
Positions of all 21 atoms, in Å:
1 O 0.53156 0.11447 -2.32501  C8 1.343
2 O -1.64606 -1.28348 -2.47679  H14 0.974, H21 1.020
3 N -0.45653 0.93127 -0.28965  C6 1.490, C8 1.545, H19 1.014
4 N 0.42054 -0.11187 3.33603  C5 1.457, H11 1.021, H16 1.012
5 C -0.25249 0.48928 2.19226  N4 1.457, C6 1.549, H12 1.102, H18 1.079
6 C 0.39506 0.35979 0.79146  N3 1.490, C5 1.549, C7 1.547, H15 1.075
7 C 0.70508 -1.12241 0.47267  C6 1.547, H10 1.101, H13 1.106, H20 1.097
8 C 0.39988 1.20140 -1.54641  O1 1.343, N3 1.545, H9 1.105, H17 1.122
9 H 1.36597 1.45518 -1.07394  C8 1.105
10 H 1.11287 -1.11174 -0.55029  C7 1.101
11 H 1.36186 0.26671 3.45406  N4 1.021
12 H -0.40537 1.56589 2.36831  C5 1.102
13 H -0.19002 -1.76952 0.41029  C7 1.106
14 H -1.27965 -2.09908 -2.08973  O2 0.974
15 H 1.33158 0.88553 0.83093  C6 1.075
16 H 0.54349 -1.10078 3.16026  N4 1.012
17 H -0.14176 1.99010 -2.13289  C8 1.122
18 H -1.27422 0.14372 2.18424  C5 1.079
19 H -1.10932 0.19019 -0.51884  N3 1.014
20 H 1.11561 -1.61388 1.36368  C7 1.097
21 H -0.86244 -0.65179 -2.63982  O2 1.020


ORCA calculation (ωB97M-V/def2-TZVPD) on a 2-piece molecular cluster, C14H12Cl2N4O2Si overall.

Computed properties:
**Frontier orbital gap**: 5.7 eV
**HOMO energy**: -8.777 eV
**Structure (SMILES)**: N#CC1=C(C#N)C(=O)C(Cl)=C(Cl)C1=O.C[Si](C)(C)n1ccnc1

Bonds (Å) are listed after each position.
Positions of all 35 atoms, in Å:
1 Cl 5.75873 -2.53899 3.37822  C12 1.712
2 Cl 5.76518 0.55428 3.37764  C11 1.712
3 Si -2.39697 0.73287 -2.60735  N9 1.802, C17 1.872, C18 1.867, C20 1.867
4 O 3.08175 -3.63487 3.38645  C10 1.219
5 O 3.09408 1.66216 3.41188  C23 1.218
6 N -0.39541 -2.97394 3.36642  C19 1.163
7 N -0.39802 0.99955 3.41376  C15 1.163
8 N 0.52627 0.22754 0.03755  C14 1.347, C16 1.315
9 N -0.86198 0.55462 -1.68054  Si3 1.802, C13 1.365, C16 1.378
10 C 3.05722 -2.41677 3.35897  O4 1.219, C12 1.439, C21 1.464
11 C 4.28830 -0.31056 3.36309  Cl2 1.712, C12 1.357, C23 1.440
12 C 4.28586 -1.66711 3.35968  Cl1 1.712, C10 1.439, C11 1.357
13 C 0.41485 0.59557 -2.16038  N9 1.365, C14 1.375, H32 1.078
14 C 1.24967 0.39467 -1.08613  N8 1.347, C13 1.375, H35 1.078
15 C 0.60760 0.41712 3.36846  N7 1.163, C22 1.392
16 C -0.73303 0.32923 -0.32683  N8 1.315, N9 1.378, H27 1.082
17 C -2.01864 0.99430 -4.42218  Si3 1.872, H24 1.086, H28 1.086, H34 1.086
18 C -3.41286 -0.81596 -2.37175  Si3 1.867, H25 1.086, H29 1.086, H33 1.086
19 C 0.60667 -2.38346 3.34546  N6 1.163, C21 1.391
20 C -3.34066 2.19121 -1.92234  Si3 1.867, H26 1.086, H30 1.086, H31 1.086
21 C 1.79926 -1.66793 3.33750  C10 1.464, C19 1.391, C22 1.370
22 C 1.80096 -0.29834 3.34480  C15 1.392, C21 1.370, C23 1.464
23 C 3.06253 0.44479 3.37095  O5 1.218, C11 1.440, C22 1.464
24 H -2.95202 1.09765 -4.96739  C17 1.086
25 H -3.63020 -0.96214 -1.31773  C18 1.086
26 H -4.27413 2.29347 -2.46766  C20 1.086
27 H -1.57055 0.25604 0.35409  C16 1.082
28 H -1.46735 0.14809 -4.82208  C17 1.086
29 H -4.34617 -0.71141 -2.91684  C18 1.086
30 H -3.55791 2.03328 -0.87001  C20 1.086
31 H -2.76010 3.10287 -2.02749  C20 1.086
32 H 0.68980 0.76067 -3.18963  C13 1.078
33 H -2.87453 -1.68331 -2.74217  C18 1.086
34 H -1.42587 1.89370 -4.56223  C17 1.086
35 H 2.32768 0.38113 -1.11420  C14 1.078


Q: Which formula does entry 2 have?
A: C14H12Cl2N4O2Si


Q: Which value of frontier orbital gap does entry 2 give?
A: 5.7 eV


Q: Look up the frontier orbital gap of the second one.
A: 5.7 eV


Q: Among the records above, which one has the lowest frontier orbital gap?
A: C14H12Cl2N4O2Si